# C30H24BeN7O3S2Se

A structure of composition C30H24BeN7O3S2Se at a distorted geometry (ωB97M-V/def2-TZVPD, OMol25).

```
68
Properties=species:S:1:pos:R:3:forces:R:3:mulliken_charge:R:1
Be -0.5404 -1.0364 0.1199 -1.30 0.67 -1.06 -0.2216
C -4.2886 -2.0838 -4.9272 0.79 0.75 1.73 -0.9765
N -2.8315 -2.0347 -4.5893 -1.12 0.57 0.85 0.1438
C -2.4012 -1.9307 -3.2812 -0.77 -0.96 -0.07 -0.0761
Se -3.4880 -1.8472 -1.5708 -0.49 -0.33 -3.33 0.0513
N -1.0736 -1.8939 -3.3292 0.25 0.73 -1.30 0.3751
C -0.6182 -1.7088 -4.6454 -0.22 0.25 -0.07 0.2693
C 0.6060 -1.3354 -5.2292 0.21 0.24 1.43 -0.1144
C 0.6589 -1.1997 -6.5899 1.39 -0.25 -2.15 -0.5606
C -0.4196 -1.5577 -7.4191 -0.75 0.40 2.25 -0.5985
C -1.6368 -1.8110 -6.8051 -0.99 -0.31 -2.26 -0.7225
C -1.7408 -1.8122 -5.4543 -0.45 -0.77 1.89 0.5720
H -4.7473 -2.9908 -4.5145 0.26 0.19 -0.29 0.3073
H -4.4214 -1.9975 -5.9764 -0.01 -0.11 -0.91 0.3528
H -4.7615 -1.2099 -4.4292 0.19 -0.57 -0.34 0.3617
H -0.4125 -1.9447 -2.5714 0.47 0.43 1.24 -0.2615
H 1.4618 -1.0595 -4.6048 -0.33 -0.28 -0.08 0.4259
H 1.6154 -0.8902 -7.1211 -1.22 -0.39 1.05 0.2863
H -0.4191 -1.5789 -8.4662 0.49 0.15 -1.28 0.4516
H -2.5236 -2.0250 -7.4221 0.46 0.14 0.28 0.2577
C -2.0725 -0.8036 -0.7538 2.45 -1.36 2.19 -0.5445
C -1.5311 0.3604 -0.7597 0.26 -2.00 0.19 -0.0658
C -1.0933 1.6236 -1.0593 0.50 3.76 -0.59 1.2088
C -0.3867 2.2678 -0.0272 -0.07 -0.14 1.54 -0.3182
C 0.0123 3.5914 -0.0775 0.41 0.56 0.37 -0.5546
C -0.1885 4.3483 -1.2324 -0.69 -1.35 0.23 -0.5376
C -0.8024 3.7041 -2.3194 0.30 0.93 -0.31 -0.4836
C -1.2873 2.4159 -2.2588 0.78 -1.36 1.95 -0.5411
H -0.2479 1.7316 0.9593 -0.05 0.44 -1.39 0.0939
H 0.5042 4.0000 0.8278 -0.39 -0.06 -0.73 0.3304
H -0.0232 5.4035 -1.2800 0.49 0.37 -0.03 0.4339
H -0.8654 4.3228 -3.2175 -0.35 -0.44 0.00 0.3332
H -1.7657 1.8639 -3.0274 -0.43 0.16 -1.05 0.5453
C 4.7601 1.2340 0.6466 0.03 0.58 2.14 -1.1499
C 3.8884 0.8357 -0.4547 0.44 1.30 -1.02 1.0509
C 3.9862 1.5725 -1.6688 -0.78 -3.04 -0.23 -1.0037
C 3.3860 0.8589 -2.7239 -0.10 1.20 0.61 -0.2918
N 2.4671 -0.1281 -2.5406 1.73 1.67 -1.86 -0.1159
C 2.3494 -0.5267 -1.3109 -2.30 -1.90 0.20 0.1846
S 1.0732 -1.7372 -1.0133 0.40 -0.31 0.07 -0.6659
N 3.1143 -0.2036 -0.3035 0.32 0.32 1.46 -0.4819
H 4.7143 2.3025 0.7712 0.17 0.74 -0.35 0.4078
H 5.8050 0.9957 0.4430 -0.07 -0.28 0.30 0.2697
H 4.3898 0.9245 1.6557 0.57 -0.56 -0.96 0.2491
H 4.7206 2.3420 -1.7970 -0.02 0.37 -0.12 0.4358
H 3.6514 1.1902 -3.7282 -0.49 -0.37 -0.11 0.3818
O -2.9630 -0.8923 8.4491 0.23 -1.07 1.24 -0.6726
S -1.7281 -1.0474 9.2376 -0.44 0.37 -0.04 1.0942
O -0.9776 -2.3094 9.2562 -1.19 -0.26 0.38 -0.6831
O -1.7536 -0.3452 10.5242 0.18 -0.50 -1.16 -0.6700
C -0.6634 -0.3061 8.0451 -0.56 0.50 -0.52 0.2791
N 0.2324 0.5797 8.4772 -0.33 -0.39 -1.41 -0.5128
C 0.9218 1.1440 7.4829 0.40 0.04 1.95 -0.2517
C 0.8734 0.7670 6.1662 0.35 1.39 0.30 -0.9675
C -0.0598 -0.1812 5.8593 -1.37 -2.46 1.66 0.4777
N -0.9126 -0.7207 6.7666 2.00 1.46 0.73 -0.3237
C -0.1345 -0.8111 4.5595 -0.62 1.16 -1.72 0.9498
C 0.9644 -0.7144 3.7275 -1.40 -1.20 -2.51 -1.2290
C 0.8760 -0.9268 2.3622 -2.97 -0.28 0.36 -0.1613
N -0.3757 -1.1733 1.8215 0.96 0.55 -0.86 0.2395
C -1.4633 -1.3204 2.5819 1.01 0.29 1.39 -0.2465
C -1.3390 -1.1697 3.9725 -0.83 -0.73 -0.59 -0.7194
H 1.5677 1.8781 7.9368 0.54 0.53 -0.84 0.4844
H 1.4484 1.3408 5.4602 0.14 -0.28 -0.37 0.4476
H 1.9068 -0.6455 4.0745 2.97 0.85 1.54 0.7874
H 1.6661 -0.8252 1.6364 0.30 -0.15 0.06 0.2551
H -2.4480 -1.4690 2.1186 0.73 -0.09 -0.02 0.4118
H -2.2145 -1.3939 4.5607 -0.06 0.48 0.38 0.5171
```
Positions in Å, forces in eV/Å.

Calculated values
Total charge: -1
HOMO level (alpha / beta), Ha: -0.132 / -0.132
Kohn-Sham gap (alpha / beta), Eh: 0.19173 / 0.19171
Relative energy (zero: lowest compared OMol25 entry of this formula, charge and spin), kcal/mol: 45.2
Calculated total energy, eV: -135489.615